An isolated molecule of C15H14F2N4O3S2. Source: the Open Molecules 2025 dataset; level of theory: ωB97M-V/def2-TZVPD.

DFT total energy = -2020.8139 Ha
SMILES = CS(=O)(=O)c1ccc(NC(=O)NNC(=S)Nc2c(F)cccc2F)cc1
multiplicity = 1
maximum force = 0.0891 Eh/bohr
highest occupied orbital energy = -0.3052 Ha
E_LUMO = -0.2 eV
gap between HOMO and LUMO = 8.13 eV

Bonds (Å) are listed after each position.
Cartesian coordinates (Å):
1 O -3.074 -0.523 -3.269  C7 1.227
2 O 2.722 -1.903 2.946  S26 1.489
3 O 1.453 0.060 3.805  S26 1.467
4 F -0.353 3.548 -0.888  C16 1.333
5 F 2.205 -0.124 -2.475  C17 1.359
6 S -0.902 3.248 -4.848  C8 1.655
7 C -2.497 -0.349 -2.200  O1 1.227, N21 1.371, N23 1.368
8 C -0.825 2.243 -3.536  S6 1.655, N22 1.402, N24 1.376
9 C 2.026 1.403 0.794  C10 1.400, C11 1.374, H27 1.089
10 C 1.066 2.408 0.623  C9 1.400, C16 1.392, H28 1.085
11 C 2.375 0.536 -0.214  C9 1.374, C17 1.377, H29 1.078
12 C -1.732 -0.686 0.709  C14 1.382, C18 1.403, H30 1.072
13 C -0.269 -2.274 -0.373  C15 1.380, C18 1.379, H31 1.083
14 C -0.894 -0.607 1.806  C12 1.382, C20 1.415, H32 1.108
15 C 0.565 -2.205 0.724  C13 1.380, C20 1.418, H33 1.072
16 C 0.531 2.580 -0.651  F4 1.333, C10 1.392, C19 1.422
17 C 1.803 0.682 -1.458  F5 1.359, C11 1.377, C19 1.406
18 C -1.415 -1.505 -0.385  C12 1.403, C13 1.379, N21 1.395
19 C 0.902 1.727 -1.727  C16 1.422, C17 1.406, N22 1.409
20 C 0.282 -1.393 1.851  C14 1.415, C15 1.418, S26 1.839
21 N -2.281 -1.494 -1.477  C7 1.371, C18 1.395, H34 1.013
22 N 0.455 1.948 -3.045  C8 1.402, C19 1.409, H35 1.018
23 N -2.091 0.919 -1.888  C7 1.368, N24 1.434, H36 1.026
24 N -1.987 1.981 -2.847  C8 1.376, N23 1.434, H37 0.990
25 C 0.588 -2.365 4.561  S26 1.821, H38 1.103, H39 1.094, H40 1.054
26 S 1.400 -1.321 3.309  O2 1.489, O3 1.467, C20 1.839, C25 1.821
27 H 2.462 1.299 1.786  C9 1.089
28 H 0.725 3.061 1.419  C10 1.085
29 H 3.125 -0.216 -0.030  C11 1.078
30 H -2.628 -0.097 0.709  C12 1.072
31 H -0.005 -2.956 -1.172  C13 1.083
32 H -1.154 0.091 2.626  C14 1.108
33 H 1.483 -2.753 0.651  C15 1.072
34 H -2.333 -2.306 -2.080  N21 1.013
35 H 1.183 1.859 -3.750  N22 1.018
36 H -1.410 0.921 -1.121  N23 1.026
37 H -2.834 2.238 -3.289  N24 0.990
38 H 0.994 -3.382 4.434  C25 1.103
39 H -0.500 -2.301 4.459  C25 1.094
40 H 0.844 -1.992 5.512  C25 1.054

Mulliken population analysis, charges in e, atoms 1 to 4:
1. O -0.681
2. O -0.704
3. O -0.649
4. F -0.328


An isolated molecule of C2H6F2Si. Source: the Open Molecules 2025 dataset; level of theory: ωB97M-V/def2-TZVPD.

DFT total energy = -569.1370 Ha
SMILES = CC[SiH](F)F
multiplicity = 1
maximum force = 0.0699 Eh/bohr
highest occupied orbital energy = -0.4123 Ha
energy above the lowest of the compared OMol25 structures with the same formula, charge and spin = 131.1 kJ/mol
E_LUMO = 0.9 eV
gap between HOMO and LUMO = 12.16 eV

Bonds (Å) are listed after each position.
Cartesian coordinates (Å):
1 C 0.792 -0.573 0.552  C2 1.528, H6 1.109, H7 1.054, H8 1.119
2 C -0.098 0.449 -0.152  C1 1.528, Si5 1.887, H9 1.009, H10 1.117
3 F -2.686 1.341 0.021  Si5 1.690
4 F -2.369 -1.081 0.712  Si5 1.580
5 Si -1.890 -0.084 -0.416  C2 1.887, F3 1.690, F4 1.580, H11 1.437
6 H 0.477 -0.390 1.600  C1 1.109
7 H 0.554 -1.572 0.315  C1 1.054
8 H 1.872 -0.406 0.310  C1 1.119
9 H 0.354 0.667 -1.028  C2 1.009
10 H -0.057 1.358 0.496  C2 1.117
11 H -2.313 -0.717 -1.635  Si5 1.437

Mulliken population analysis, charges in e, atoms 1 to 4:
1. C -0.998
2. C -0.617
3. F -0.338
4. F -0.256


A cluster of 2 separate species, C2H3BrO2P in total. Source: the Open Molecules 2025 dataset; level of theory: ωB97M-V/def2-TZVPD.

DFT total energy = -3143.8546 Ha
multiplicity = 1
maximum force = 0.0524 Eh/bohr
highest occupied orbital energy (alpha / beta) = -0.1320 / -0.1983 Ha
charge = -1
energy above the lowest of the compared OMol25 structures with the same formula, charge and spin = 373.5 kJ/mol
E_LUMO (alpha / beta) = 3.0 / 3.2 eV
gap between HOMO and LUMO (alpha / beta) = 6.57 / 8.55 eV

Bonds (Å) are listed after each position.
Cartesian coordinates (Å):
1 C 2.100 0.213 -0.079  C2 1.301, H7 1.170, H8 1.095
2 C 0.868 0.630 -0.083  C1 1.301, H9 1.083
3 O -2.554 -1.295 1.519  P5 1.494
4 O -2.333 -1.707 -1.018  P5 1.500
5 P -1.890 -0.982 0.218  O3 1.494, O4 1.500, Br6 2.226
6 Br -2.306 1.117 -0.397  P5 2.226
7 H 2.860 1.098 0.019  C1 1.170
8 H 2.561 -0.745 -0.338  C1 1.095
9 H 0.693 1.671 0.159  C2 1.083

Mulliken population analysis, charges in e, atoms 1 to 4:
1. C -0.480
2. C -0.276
3. O -0.577
4. O -0.576


The ion C3H2N4O2S with charge -2. Source: the Open Molecules 2025 dataset; level of theory: ωB97M-V/def2-TZVPD.

DFT total energy = -883.1530 Ha
multiplicity = 1
maximum force = 0.1029 Eh/bohr
highest occupied orbital energy = -0.0467 Ha
charge = -2
energy above the lowest of the compared OMol25 structures with the same formula, charge and spin = 82.6 kJ/mol
E_LUMO = 5.5 eV
gap between HOMO and LUMO = 6.80 eV

Bonds (Å) are listed after each position.
Cartesian coordinates (Å):
1 C -0.927 -0.571 0.121  C3 1.899, N4 1.381, N5 1.343
2 C 1.090 1.451 0.736  C3 1.546, O8 1.218, O9 1.300
3 C 0.507 0.564 -0.388  C1 1.899, C2 1.546, S10 1.825, H11 1.151
4 N -1.916 -0.747 -0.827  C1 1.381, N6 1.317
5 N -0.949 -1.517 1.074  C1 1.343, N7 1.292
6 N -2.565 -1.781 -0.333  N4 1.317, N7 1.350
7 N -2.013 -2.206 0.824  N5 1.292, N6 1.350
8 O 2.288 1.409 0.952  C2 1.218
9 O 0.219 2.164 1.386  C2 1.300
10 S 1.693 -0.268 -1.498  C3 1.825, H12 1.407
11 H -0.182 1.076 -1.155  C3 1.151
12 H 2.756 0.426 -0.892  S10 1.407

Mulliken population analysis, charges in e, atoms 1 to 4:
1. C 0.497
2. C 0.531
3. C 0.028
4. N -0.298